Entry 1:
Below is an isolated molecule of C4H5N5, with properties calculated with ωB97M-V with the def2-TZVPD basis set.

Geometry as XYZ:
```
14
Properties=species:S:1:pos:R:3:forces:R:3:mulliken_charge:R:1
H 0.8637 -2.7687 -0.1372 -0.5033 -0.3576 0.2183 0.291
N 1.4423 -1.9509 -0.0545 0.2550 1.7254 -0.5843 -0.635
C 0.7930 -0.8633 -0.0624 1.1234 -0.7158 0.9320 0.497
C 1.3263 0.6073 0.0358 0.4841 -1.1335 -0.2575 -0.397
C 0.0482 1.5110 -0.0168 -0.0283 -0.4879 0.0082 -0.376
C -1.0778 0.4769 -0.0055 0.0544 2.2710 -1.2789 0.330
N -2.3928 0.4386 -0.1132 0.6641 0.8622 0.9589 -0.420
N -2.7044 -0.8495 0.0135 0.8048 -1.4845 -0.4963 -0.334
N -1.6395 -1.6115 0.0591 -0.5273 0.4587 0.0554 -0.540
N -0.6033 -0.7408 0.0320 -0.7682 -0.9717 -0.0014 0.499
H 2.0986 0.7506 -0.7922 -1.1450 0.0621 1.2086 0.315
H 1.8256 0.6621 1.0326 -0.1918 0.1215 -0.8773 0.234
H 0.0730 2.2073 -0.8593 -0.3484 -0.3996 -0.0678 0.285
H -0.0530 2.1308 0.8679 0.1264 0.0495 0.1821 0.252
```
Forces are in eV/Å.

As for the net charge: 0. The value obtained for the highest occupied orbital energy is -10.86 eV. The value obtained for the frontier orbital gap is 11.12 eV. For the energy above the lowest of the compared OMol25 structures with the same formula, charge and spin, the calculation gives 20.2 kcal per mole. The energy is -11677.734 eV.

Entry 2:
Below is an isolated molecule of C4H5N5S, with properties calculated with ωB97M-V with the def2-TZVPD basis set.

Geometry as XYZ:
```
15
Properties=species:S:1:pos:R:3:forces:R:3:mulliken_charge:R:1
H -3.1285 -0.1078 -1.8020 -0.0602 -0.3911 0.2430 0.263
N -2.3952 -0.7672 -1.5142 1.2149 0.8425 -0.6820 -0.557
C -1.2841 -0.2446 -1.8969 -0.5699 -0.8032 0.2031 -0.063
C 0.0776 -0.9607 -1.5799 -0.7004 0.7819 1.2658 -0.432
C 0.5168 -0.3862 -0.1744 -0.1113 -0.7629 -2.2628 0.522
N -0.1751 -0.8815 0.8871 1.2755 0.9589 -0.7350 -0.216
N 0.1581 -0.3724 2.0495 1.1559 0.9736 -0.7580 -0.278
C 1.1400 0.5676 1.9996 -0.1243 1.3530 1.5438 0.481
S 1.5759 1.3252 3.6342 0.0748 -0.2979 -0.3834 -0.266
N 1.8607 1.0354 0.9486 -1.1841 -0.8899 0.9188 -0.273
N 1.5275 0.5245 -0.2150 -1.2357 -1.0767 0.8019 -0.235
H -1.3286 0.7452 -2.4170 0.7504 -0.7346 0.3471 0.360
H -0.0862 -2.0485 -1.4127 -0.1205 0.7930 -0.3654 0.255
H 0.8493 -0.7826 -2.3577 -0.5040 0.0228 0.6744 0.275
H 0.6918 2.3536 3.8508 0.1390 -0.7693 -0.8114 0.164
```
Forces are in eV/Å.

As for the net charge: 0. The value obtained for the highest occupied orbital energy is -9.90 eV. The value obtained for the frontier orbital gap is 8.77 eV. For the energy above the lowest of the compared OMol25 structures with the same formula, charge and spin, the calculation gives 26.4 kcal per mole. The energy is -22511.086 eV.

Entry 3:
Below is an isolated molecule of C4H5NO, with properties calculated with ωB97M-V with the def2-TZVPD basis set.

Geometry as XYZ:
```
11
Properties=species:S:1:pos:R:3:forces:R:3:mulliken_charge:R:1
H 0.7694 -1.9422 -2.4201 -0.0443 0.0214 0.0271 0.227
N 0.6491 -1.1800 -1.7604 -0.3299 -0.1450 0.0743 -0.599
C -0.4411 -1.3002 -1.1292 0.1554 -0.0814 -0.1870 0.126
O -0.8312 -0.4323 -0.1859 -0.0041 -0.0445 -0.0168 -0.309
C 0.1193 0.6043 0.0642 0.2070 0.1249 0.0083 -0.407
C -0.1451 1.2227 1.3562 0.1902 0.1083 0.5464 -0.508
C -0.1260 1.6543 2.4773 0.0187 -0.1969 -0.3901 0.106
H -1.1931 -2.0858 -1.2373 0.1135 0.0800 -0.0401 0.359
H 0.1187 1.3149 -0.7683 -0.0565 -0.0278 0.1553 0.289
H 1.1193 0.1660 0.1165 -0.0608 0.0460 -0.1239 0.301
H -0.0394 1.9783 3.4870 -0.1894 0.1150 -0.0534 0.414
```
Forces are in eV/Å.

As for the net charge: 0. The value obtained for the highest occupied orbital energy is -10.13 eV. The value obtained for the frontier orbital gap is 11.11 eV. For the energy above the lowest of the compared OMol25 structures with the same formula, charge and spin, the calculation gives 58.1 kcal per mole. The energy is -7764.009 eV.

> Which of these has the highest highest occupied orbital energy?

C4H5N5S